No. 1
40
Properties=species:S:1:pos:R:3:forces:R:3:lowdin_charge:R:1 method="wB97M-V/def2-TZVPD" total_charge=-1 e_above_lowest_kcal_mol=62.7 e_tot_ha=-1132.0134
C -1.18695 1.33686 -1.19967 0.24 -0.13 0.08 -0.410
Sn -0.07073 0.01561 0.10502 -0.17 2.34 -3.22 0.357
N -1.88000 -0.50270 1.19556 -0.92 -0.71 0.60 -0.081
H 1.33033 0.47531 -0.85716 1.06 0.24 0.17 -0.103
H -0.00942 -1.02567 -1.29219 -0.47 -1.36 0.27 -0.090
H -0.64579 1.48219 -2.12271 0.15 0.05 -0.28 -0.040
H -1.19966 2.19081 -0.57304 -0.60 1.16 0.09 -0.076
H -2.12544 0.84855 -1.33720 -0.97 0.03 -0.19 -0.070
H -1.84489 -0.25615 2.18001 0.13 0.18 0.33 -0.019
H -2.09207 -1.50045 1.13931 -0.17 -0.62 0.06 -0.020
H -2.67159 -0.01272 0.78766 -0.41 0.32 -0.13 -0.012
C 3.25212 1.32603 0.61352 -0.25 -1.15 -0.19 -0.148
N 3.44321 0.25550 1.67109 0.75 -0.99 -0.69 -0.268
C 4.91080 0.00225 1.84578 -0.74 -0.45 -0.68 -0.130
P 2.51283 -1.21345 1.65496 -2.55 0.21 -0.15 0.731
O 0.97118 -0.93639 1.53925 3.50 -1.54 1.49 -0.546
N 2.96268 -2.39801 0.42691 0.14 0.41 0.27 -0.271
C 1.92587 -3.46453 0.14449 -0.40 1.43 0.79 -0.124
C 3.37841 -1.84544 -0.91559 -1.08 0.72 0.85 -0.131
N 2.64911 -1.83297 3.24778 0.51 -0.27 0.67 -0.293
C 2.42993 -0.77283 4.29850 -0.56 -0.26 -1.12 -0.147
C 1.75993 -3.01229 3.60290 0.03 1.09 -1.34 -0.138
H 3.94256 2.15831 0.73923 0.34 -0.23 0.60 0.070
H 2.24200 1.72671 0.69360 0.12 -0.23 -0.18 0.017
H 3.43032 0.88420 -0.39533 -0.35 0.58 0.68 0.052
H 5.46166 0.91928 2.05063 -0.31 0.13 0.02 0.076
H 5.04466 -0.68171 2.67029 0.17 -0.28 0.23 0.059
H 5.32281 -0.45111 0.92197 0.08 0.19 0.45 0.070
H 1.02484 -2.97113 -0.27100 0.27 -0.40 0.14 0.045
H 2.29178 -4.19817 -0.56053 0.46 0.01 -0.17 0.071
H 1.66096 -3.97570 1.06547 -0.07 0.01 -0.05 0.044
H 2.50439 -1.31666 -1.36440 0.66 -0.16 0.12 0.044
H 4.21059 -1.16265 -0.79232 0.08 0.17 -0.02 0.044
H 3.68734 -2.63187 -1.59434 0.07 -0.42 0.23 0.070
H 1.40068 -0.37866 4.18573 0.39 0.06 0.19 0.066
H 2.55485 -1.16752 5.30362 0.07 -0.39 -0.13 0.070
H 3.14602 0.01560 4.15018 0.12 0.40 -0.02 0.050
H 0.71808 -2.76281 3.30459 0.45 -0.36 0.15 0.062
H 2.12179 -3.89657 3.09248 -0.08 -0.13 -0.16 0.053
H 1.77342 -3.22734 4.66349 0.31 0.33 0.24 0.065

=====

No. 2
56
Properties=species:S:1:pos:R:3:forces:R:3:lowdin_charge:R:1 method="wB97M-V/def2-TZVPD" total_charge=0 e_above_lowest_kcal_mol=116.4 smiles="NC(N)=O.NC(N)=O.NC(N)=O.NC(N)=O.NC(N)=O.NC(N)=O.NC(N)=O" e_tot_ha=-1576.9192
N 1.03789 4.87727 -0.67736 -9.09 -1.60 2.28 0.163
C 2.17308 5.07715 -1.13767 3.95 -3.00 -0.55 -0.825
N 2.60923 6.23157 -0.74283 3.64 5.29 0.28 0.159
O 2.77744 4.11170 -1.58440 1.95 0.19 -1.39 0.019
H 0.36232 5.62304 -0.59059 0.03 -0.18 0.03 0.112
H 0.61327 3.98235 -0.87461 0.02 0.14 -0.16 0.094
H 2.05954 6.90575 -0.22958 -0.08 -0.57 -0.18 0.110
H 3.57616 6.51059 -0.82828 -0.22 -0.36 -0.35 0.113
N -2.58453 0.00463 -1.47376 2.33 0.34 2.00 0.168
C -3.28770 -0.29834 -2.53882 1.80 -0.59 -1.76 -0.775
N -4.54263 -0.12913 -2.24833 -5.62 0.33 -0.76 0.152
O -2.81337 -0.68551 -3.59485 -0.29 -0.42 -0.28 0.036
H -3.04162 0.70872 -0.91213 1.27 -0.07 0.34 0.084
H -1.58865 -0.08912 -1.61355 -0.08 0.63 0.54 0.082
H -5.23673 -0.23877 -2.97381 0.26 0.01 0.02 0.119
H -4.88112 0.36972 -1.43798 0.33 -0.35 -0.17 0.106
N -2.47248 3.23734 -0.50357 -0.20 -4.46 3.51 0.177
C -2.53411 4.23185 -1.29420 2.18 1.74 -2.09 -0.819
N -3.69173 4.81774 -1.30120 -3.89 1.73 -0.05 0.171
O -1.56721 4.58199 -1.92411 1.53 1.17 -1.47 0.044
H -1.56958 2.83072 -0.30473 -0.01 -0.47 0.16 0.073
H -3.31600 2.96234 -0.02093 0.69 -0.26 0.34 0.109
H -4.37100 4.35130 -0.71714 -0.49 0.91 -0.52 0.102
H -3.92848 5.56346 -1.93991 0.06 -0.37 0.24 0.125
N 1.06896 -4.32379 2.48766 -3.24 2.32 4.46 0.145
C 1.50854 -4.23112 1.26341 1.54 -1.19 -0.58 -0.710
N 2.08778 -5.38366 0.98401 1.69 -0.90 -2.84 0.193
O 1.39285 -3.25530 0.53368 -0.64 0.31 -0.54 0.019
H 1.44274 -4.81265 3.28854 -0.05 -0.19 -0.73 0.119
H 0.20166 -3.82096 2.61036 0.29 0.18 0.66 0.112
H 2.29832 -6.09720 1.66711 -0.37 0.22 -0.44 0.124
H 2.36523 -5.47346 0.01702 0.72 -0.67 -0.16 0.085
N 1.14072 -0.22733 5.98903 3.37 -0.82 1.34 0.172
C -0.02139 0.09381 5.49728 -0.50 3.17 4.45 -0.852
N -0.39284 -0.55160 4.48857 -1.40 -2.98 -5.37 0.171
O -0.75038 0.89660 6.03288 -0.97 1.83 0.83 0.043
H 1.61245 -1.02262 5.58272 0.43 0.36 0.63 0.106
H 1.33334 0.11798 6.91842 0.28 -0.29 -0.30 0.127
H 0.11523 -1.41782 4.38070 -1.13 -0.20 -0.98 0.114
H -1.34290 -0.28056 4.27878 -0.06 -1.07 -0.68 0.142
N 0.20577 -0.36455 1.03734 0.04 -2.97 2.83 0.188
C 0.25865 0.43299 0.02188 -0.11 3.28 -0.82 -0.715
N 0.71312 -0.21974 -1.06496 -0.02 0.30 -1.76 0.169
O -0.05995 1.63327 0.05436 0.00 -0.69 -0.48 -0.001
H 0.55797 -1.27708 0.78565 -0.12 -0.38 1.05 0.065
H 0.16168 -0.12770 2.01818 -0.07 0.46 -0.41 0.097
H 1.06176 -1.16453 -0.98791 -0.07 0.34 -0.33 0.085
H 0.65496 0.27223 -1.94512 0.38 -0.25 0.08 0.127
N 1.93020 -3.69647 -2.26562 -1.79 3.35 1.67 0.186
C 2.40969 -4.79345 -2.78102 0.20 0.61 -0.04 -0.804
N 2.59231 -4.73319 -4.06656 0.61 -0.34 -3.87 0.157
O 2.77468 -5.79025 -2.23183 0.51 -2.53 3.11 0.041
H 1.70940 -3.51786 -1.29637 0.16 -0.65 0.27 0.052
H 1.67493 -2.92026 -2.85929 0.15 -0.36 -0.09 0.110
H 3.16702 -5.52646 -4.31257 -0.21 0.40 -1.04 0.122
H 2.34542 -3.95565 -4.66203 0.34 -0.45 0.03 0.115

=====

No. 3
56
Properties=species:S:1:pos:R:3:forces:R:3:lowdin_charge:R:1 method="wB97M-V/def2-TZVPD" total_charge=0 e_above_lowest_kcal_mol=145.9 smiles="NC(N)=O.NC(N)=O.NC(N)=O.NC(N)=O.NC(N)=O.NC(N)=O.NC(N)=O" e_tot_ha=-1576.8722
N -5.61604 2.51024 2.17251 -5.76 0.54 1.85 0.180
C -4.46546 2.24339 1.68584 1.77 -2.19 1.74 -0.846
N -3.73000 3.26250 1.49813 3.33 4.86 -1.90 0.173
O -3.93392 1.16469 1.67416 0.11 -3.90 -1.13 0.029
H -6.23430 1.76302 2.45450 0.27 0.22 0.02 0.123
H -5.81202 3.43756 2.52147 -0.26 -0.34 -0.28 0.118
H -2.88038 3.02826 1.00479 0.26 0.74 0.43 0.122
H -3.96895 4.17763 1.85246 0.40 -0.11 -0.63 0.120
N -2.86988 -1.97625 4.77461 4.37 -0.34 -1.16 0.164
C -4.12347 -2.06956 5.08147 -0.51 0.61 0.76 -0.850
N -4.92398 -1.32199 4.39121 -3.59 2.85 -2.70 0.176
O -4.44984 -2.71736 6.02006 -1.70 -2.50 2.83 0.054
H -2.52332 -1.46127 3.97787 0.08 -0.39 0.18 0.111
H -2.39357 -2.76721 5.18399 0.72 0.46 -0.35 0.119
H -4.65097 -0.73596 3.61523 0.31 -0.19 0.09 0.091
H -5.88831 -1.19263 4.66221 0.35 -0.39 0.22 0.117
N 2.58167 -3.80711 2.18320 -2.93 -3.42 1.18 0.166
C 3.43877 -2.87141 1.93320 0.00 3.24 3.52 -0.820
N 3.95532 -2.96950 0.76858 2.99 0.08 -5.52 0.156
O 3.68374 -1.92930 2.67693 -0.18 0.21 0.30 0.031
H 1.93665 -3.73840 2.95737 0.40 -0.14 -0.15 0.126
H 2.49671 -4.54596 1.49984 -0.52 0.08 0.52 0.106
H 4.56760 -2.21561 0.49130 0.18 -0.38 0.07 0.125
H 3.97956 -3.83195 0.24353 0.04 0.36 0.06 0.111
N -2.09850 4.46326 -2.96607 -0.95 2.86 5.53 0.166
C -1.98294 3.84187 -4.05242 1.24 -1.17 -3.62 -0.857
N -1.39274 2.68023 -3.87175 1.52 -3.55 0.77 0.175
O -2.29083 4.38106 -5.06627 -1.16 0.64 -3.97 0.052
H -2.73224 5.23981 -3.09034 0.26 0.11 1.24 0.137
H -1.74837 3.95130 -2.16895 -0.79 1.37 0.80 0.109
H -0.97718 2.03268 -4.52603 -0.46 0.61 -0.12 0.120
H -1.24530 2.50247 -2.88851 0.42 -0.93 -0.50 0.085
N -0.08190 0.08834 0.45241 -3.65 -3.42 1.77 0.159
C 0.52082 1.12906 -0.05695 0.10 -0.29 0.15 -0.776
N 1.75282 0.71532 -0.29221 3.99 1.11 -2.04 0.156
O 0.04643 2.21888 -0.21531 -0.38 2.11 -0.38 0.047
H 0.16285 -0.80256 0.04436 -0.25 0.06 0.42 0.099
H -1.03298 0.13612 0.78896 -0.01 0.27 -0.33 0.113
H 2.06259 -0.24026 -0.18733 -0.10 0.51 0.29 0.101
H 2.37829 1.36552 -0.74623 0.05 -0.27 0.05 0.109
N -1.09617 -4.44729 -3.04948 -1.10 -5.79 -0.91 0.170
C -0.78344 -3.24328 -2.76050 -3.20 4.50 0.37 -0.835
N 0.47737 -3.02870 -2.67488 6.03 0.83 0.36 0.166
O -1.61124 -2.35859 -2.63410 -0.71 0.78 0.69 0.036
H -0.30378 -5.07302 -3.02333 -0.59 -0.52 0.04 0.107
H -1.94394 -4.79546 -2.62502 -0.02 0.02 -0.43 0.131
H 1.11112 -3.72530 -3.03984 0.13 0.34 0.26 0.110
H 0.87883 -2.13024 -2.44750 -0.48 -0.12 -0.36 0.116
N 7.32437 1.17049 -2.45776 4.97 -3.51 -6.35 0.177
C 6.90314 1.53564 -1.35079 -2.08 0.57 5.73 -0.847
N 5.81781 2.25777 -1.45554 -3.72 3.10 0.56 0.155
O 7.33329 1.14797 -0.27181 0.71 0.12 0.35 0.031
H 7.06242 1.42721 -3.39881 0.02 0.12 0.55 0.130
H 8.17861 0.66275 -2.27725 0.14 -0.32 -1.06 0.135
H 5.58575 2.83361 -0.65889 -0.14 -0.19 -0.11 0.119
H 5.54946 2.62750 -2.35632 0.05 0.10 0.30 0.104

=====

No. 4
56
Properties=species:S:1:pos:R:3:forces:R:3:lowdin_charge:R:1 method="wB97M-V/def2-TZVPD" total_charge=0 e_above_lowest_kcal_mol=141.7 smiles="NC(N)=O.NC(N)=O.NC(N)=O.NC(N)=O.NC(N)=O.NC(N)=O.NC(N)=O" e_tot_ha=-1576.8789
N 1.63066 -5.26221 -1.17881 -2.66 -4.08 -2.09 0.157
C 2.40281 -4.33043 -0.76283 5.02 1.19 -2.01 -0.805
N 1.78351 -3.56821 0.05974 -2.16 4.24 4.37 0.173
O 3.56119 -4.20176 -1.19238 -0.59 0.19 0.60 0.007
H 1.92911 -5.69734 -2.04002 -0.53 -0.43 0.40 0.127
H 0.75389 -5.38415 -0.69249 0.15 -0.59 -0.79 0.110
H 2.16732 -2.73848 0.48910 0.55 -0.34 -0.34 0.117
H 0.77442 -3.53146 0.08209 0.30 -0.12 -0.17 0.100
N -0.21509 0.63012 -5.30891 1.61 -2.39 -5.52 0.145
C -0.65379 0.87995 -4.12350 -1.98 3.94 -1.21 -0.821
N 0.15627 0.41933 -3.25874 2.30 -1.94 4.32 0.188
O -1.53906 1.69685 -4.04168 -2.16 0.96 1.81 0.046
H -0.41759 1.25392 -6.07699 -0.02 -0.52 0.18 0.130
H 0.45733 -0.12235 -5.35072 0.10 0.72 -1.18 0.086
H 0.80709 -0.26207 -3.62236 0.15 0.30 1.17 0.107
H -0.05374 0.48327 -2.27288 0.22 0.04 -0.53 0.074
N -0.51385 -2.65842 -4.41717 1.77 1.77 -7.64 0.213
C -0.62067 -2.78429 -3.18548 -0.21 -0.58 6.06 -0.704
N -1.57953 -3.67066 -2.86216 -1.16 -0.89 1.29 0.176
O 0.08049 -2.19252 -2.33727 -0.50 -1.26 -0.85 -0.033
H 0.25183 -2.11468 -4.78891 -0.29 -0.11 0.12 0.120
H -1.09673 -3.08721 -5.12180 0.12 -0.09 0.41 0.143
H -1.70896 -3.92114 -1.89231 -0.18 0.26 -0.30 0.115
H -2.31713 -3.85946 -3.52579 0.13 -0.18 0.39 0.113
N -3.24443 2.48397 1.93185 3.12 4.03 -6.12 0.153
C -3.79200 1.97434 2.95462 -5.36 2.54 2.46 -0.825
N -3.23571 0.85514 3.18328 1.96 -5.45 2.14 0.186
O -4.77217 2.50494 3.49089 0.19 -0.61 0.57 0.009
H -3.68733 3.18908 1.36022 0.07 -0.01 0.59 0.129
H -2.33709 2.15618 1.63286 -0.19 0.15 -0.41 0.063
H -3.52998 0.24566 3.93297 0.28 0.21 -0.20 0.134
H -2.66355 0.54970 2.40904 0.07 -0.87 0.78 0.093
N -0.31830 2.96792 4.07168 0.67 0.05 -2.43 0.160
C -0.55912 2.82261 5.38939 -2.36 -2.29 -3.34 -0.803
N -0.06784 3.80029 6.03188 2.44 3.91 3.60 0.166
O -1.25583 1.95651 5.82616 -0.85 -2.10 1.31 0.060
H 0.21958 3.77811 3.79894 -0.30 -0.45 -0.47 0.086
H -0.82923 2.46607 3.35951 0.09 0.03 0.39 0.080
H 0.36633 4.51771 5.46895 0.23 0.08 1.16 0.111
H 0.07720 3.64120 7.01867 0.09 0.71 -0.17 0.131
N 0.58784 -0.40092 -0.48688 3.21 0.49 2.08 0.170
C -0.51063 0.18247 -0.01681 1.07 -2.70 -3.09 -0.753
N -1.43551 -0.15597 -0.88743 -4.60 0.66 -0.59 0.160
O -0.71650 0.89035 0.91003 0.09 2.51 3.41 0.058
H 1.45549 -0.19749 -0.01158 0.50 -0.34 -0.45 0.080
H 0.53801 -0.90102 -1.36296 0.60 -0.27 0.62 0.035
H -1.33524 -0.87862 -1.58587 -0.28 0.21 0.31 0.087
H -2.27956 0.35736 -0.67726 -0.51 -0.60 -0.82 0.129
N 4.45765 1.99786 1.50858 4.31 0.93 2.38 0.164
C 3.42258 1.37804 1.04373 -1.92 3.21 -1.92 -0.786
N 2.31996 2.12176 1.14906 -2.41 0.92 1.12 0.171
O 3.51313 0.53987 0.21498 0.03 -4.78 -1.84 0.060
H 4.42697 2.84098 2.06383 0.16 -0.50 -0.08 0.114
H 5.32910 1.53118 1.30149 0.06 0.46 0.30 0.125
H 1.44764 1.81277 0.74449 0.08 0.21 0.32 0.074
H 2.36867 2.99518 1.65390 -0.51 -0.39 -0.11 0.100

=====

No. 5
42
Properties=species:S:1:pos:R:3:forces:R:3:lowdin_charge:R:1 method="wB97M-V/def2-TZVPD" total_charge=0 e_above_lowest_kcal_mol=342.5 e_tot_ha=-809.6253
C -2.08638 1.37838 -1.01160 -1.72 0.16 0.38 -0.190
O -1.26162 2.06899 -1.88191 0.55 0.41 -1.17 -0.080
H -3.12776 1.53116 -1.29494 -0.14 0.15 -0.04 0.095
H -1.89361 0.30639 -1.05383 -0.60 0.26 0.01 0.053
H -1.94147 1.71529 0.01484 -0.52 -0.15 0.01 0.087
H -0.67074 2.66856 -1.42042 -0.04 -0.08 0.12 0.090
C -0.65667 -1.11446 -2.87624 -0.20 -0.85 -1.00 -0.062
O 0.24815 -2.15878 -3.31202 -5.62 1.37 -3.91 -0.053
H -0.73200 -0.44056 -3.72963 -0.51 0.29 0.40 0.118
H -1.59226 -1.57596 -2.56036 -0.38 0.06 -0.51 0.103
H -0.29901 -0.59901 -1.98489 0.53 -0.69 -2.04 -0.001
H -0.02281 -2.50011 -4.16740 -0.31 0.15 -0.22 0.135
C 0.25610 0.36384 -0.27340 1.51 1.92 2.03 -0.199
O 0.78118 -0.15303 0.96684 5.83 6.37 -9.87 -0.203
H -0.43904 -0.21832 -0.87836 1.12 0.73 1.90 -0.016
H -0.29669 1.25808 0.01444 0.27 -0.66 -0.47 0.020
H 1.08551 0.69472 -0.89845 -0.32 0.22 0.04 0.100
H 0.25113 -0.91007 1.22671 4.43 3.75 -1.57 -0.338
C 0.18204 2.51083 1.73054 -1.19 1.01 0.60 -0.195
O 1.06157 3.10808 2.67118 0.62 1.11 -0.53 -0.096
H 0.74603 1.98370 0.96102 0.19 0.91 0.74 0.076
H -0.38200 1.77393 2.30233 -0.68 0.57 -0.88 0.075
H -0.55114 3.19206 1.29871 0.20 0.66 -0.25 0.094
H 0.59117 3.55918 3.37604 -0.31 -0.14 -0.13 0.093
C -0.95052 -2.14615 0.40565 -0.86 -1.40 -1.36 0.010
O -0.31835 -1.58458 1.58089 -10.79 -12.96 3.28 0.066
H -0.76610 -1.59362 -0.51566 0.49 -0.47 1.18 0.045
H -0.63322 -3.16060 0.16414 0.42 -0.02 0.49 0.113
H -2.03975 -2.18663 0.41244 -0.14 0.23 0.94 0.107
H -0.57512 -2.13802 2.32207 0.17 0.01 0.61 0.176
C 0.72247 0.35899 2.95629 0.03 -0.03 2.26 -0.229
O 0.12438 0.64377 4.22218 0.28 0.07 0.94 -0.095
H -0.09909 0.03385 2.31799 0.32 1.15 2.46 0.081
H 1.18291 1.26631 2.56531 0.40 -1.68 0.86 0.056
H 1.51839 -0.38131 3.03730 -0.17 -0.47 0.21 0.121
H 0.84999 0.87392 4.80710 -0.12 0.14 0.33 0.073
C 2.10300 -1.13314 -1.72218 0.86 -0.89 -0.71 -0.171
O 1.81375 -2.47999 -2.02439 4.40 -0.70 4.38 -0.119
H 1.99293 -0.91923 -0.65906 -0.05 -0.31 -0.21 0.068
H 3.13018 -0.87332 -1.97810 0.38 -0.06 -0.10 0.084
H 1.48914 -0.48382 -2.34642 0.26 0.18 0.13 0.063
H 1.20538 -2.53951 -2.76461 1.39 -0.32 0.69 -0.157